84
Properties=species:S:1:pos:R:3:forces:R:3 method="wB97M-V/def2-TZVPD" total_energy_ev=-208625.4724 largest_force_ha_per_bohr=0.0657 smiles="O=S1(=O)CCCC1.O=S1(=O)CCCC1.CNC(C)=O.CNC(C)=O.ClCCl.ClCCl.ClCCl.ClCCl.ClCCl.ClCCl" gap_ev=10.28
O 2.83501 -4.32735 -0.70668 -0.267 0.507 0.356
S 2.78284 -3.15572 0.16356 -1.721 1.481 -2.504
O 2.73846 -1.80687 -0.44759 0.320 -1.715 0.585
C 1.39003 -3.29163 1.27589 1.767 -2.149 0.549
C 2.04836 -3.84436 2.60411 -0.608 0.909 -0.068
C 3.52342 -4.27693 2.35598 0.134 0.373 1.261
C 4.07985 -3.37439 1.24607 -0.153 0.908 2.606
H 0.68757 -3.99995 0.80986 0.201 0.404 0.234
H 0.99572 -2.34847 1.46718 -0.851 1.561 -0.009
H 1.94328 -3.06823 3.39662 0.291 -0.480 -0.765
H 1.38603 -4.63970 2.90085 0.235 -0.614 0.440
H 3.51351 -5.30823 2.02584 0.320 -0.239 0.062
H 4.16905 -4.14668 3.30767 -1.123 -0.453 -1.572
H 4.86217 -3.80080 0.69669 1.307 -0.425 -0.697
H 4.32777 -2.40566 1.69775 0.182 -0.101 -0.371
O -1.77028 -2.57043 -1.69738 1.070 0.293 -1.446
S -0.97603 -2.63759 -2.94264 -1.006 -0.679 0.304
O -1.65715 -2.74426 -4.23287 0.320 -0.291 1.229
C 0.20798 -1.32641 -3.21968 -0.797 0.700 -0.917
C 1.22807 -2.02331 -4.07660 -0.782 -0.329 -0.984
C 1.54664 -3.32601 -3.39210 -0.045 -0.510 1.122
C 0.27973 -3.96272 -2.76243 0.209 0.935 -0.612
H 0.58338 -0.96303 -2.30315 0.610 0.244 1.243
H -0.27180 -0.49734 -3.75960 -0.204 -0.367 0.295
H 0.81132 -2.15117 -5.10868 0.116 -0.218 0.907
H 2.11530 -1.47314 -4.24017 0.981 0.890 0.166
H 2.26792 -3.25371 -2.58442 -0.055 0.726 0.039
H 2.06285 -3.95676 -4.05633 0.225 -1.203 -1.077
H 0.42740 -4.21778 -1.70866 -0.213 0.139 -0.282
H -0.05212 -4.81510 -3.33154 -0.393 -0.272 -0.067
C -1.55603 0.30837 0.43418 3.019 -0.409 0.396
N -0.95536 1.46000 -0.30906 -1.727 -1.477 -0.781
C 0.25747 1.99776 -0.21937 1.980 1.543 -1.298
C 1.18115 1.65228 0.94138 -0.729 -0.480 1.131
O 0.68030 2.81379 -1.09842 -0.950 -1.456 1.588
H -2.60742 0.33999 0.27880 -0.747 0.164 0.024
H -1.28221 0.51034 1.49245 -0.599 -0.557 -0.486
H -1.14254 -0.75608 0.12484 -0.704 2.188 0.384
H -1.46448 1.65470 -1.17573 0.518 0.263 0.379
H 2.20299 1.94103 0.68573 -0.315 0.182 0.189
H 1.20709 0.56248 1.18653 -0.172 0.664 -0.329
H 0.82968 2.16215 1.89793 0.507 -0.381 -1.284
C -2.69916 -1.88326 4.04666 -0.323 -0.063 0.019
N -1.84366 -0.72504 4.10730 1.512 0.952 -0.050
C -0.45007 -0.70774 3.95151 -1.496 1.688 0.672
C 0.20269 0.61616 4.32080 0.339 1.664 0.144
O 0.24095 -1.60512 3.55763 0.054 -1.545 -0.454
H -2.08520 -2.71147 3.76218 0.351 -0.580 -0.288
H -3.53820 -1.80839 3.33592 0.414 0.269 0.108
H -3.11679 -2.12126 5.02487 -0.031 0.088 0.097
H -2.23553 0.17166 4.38833 0.074 -0.514 -0.096
H -0.20212 1.49451 3.76306 -0.284 -0.686 0.451
H 1.27628 0.68069 4.07103 -0.474 -0.732 0.027
H 0.14629 0.87180 5.40162 -0.289 -0.359 -0.610
Cl 3.78735 5.65295 1.12881 -0.255 0.001 0.002
C 2.03702 5.47411 0.86165 0.620 -0.157 0.101
Cl 1.11458 5.52016 2.36092 -0.055 -0.239 -0.013
H 1.69764 6.25620 0.23937 -0.185 1.137 -0.372
H 1.88428 4.58495 0.28689 -0.203 -0.871 0.204
Cl -0.04966 6.29110 -4.30098 -0.119 -0.758 -0.494
C -0.05588 4.55490 -4.81075 0.202 0.510 -0.525
Cl -1.65412 3.96296 -5.34526 0.454 0.247 0.430
H 0.63316 4.37396 -5.64193 -0.258 0.528 0.157
H 0.32171 4.03341 -3.95872 -0.291 -0.565 0.569
Cl -5.05090 5.15743 -1.01829 -0.004 0.009 -0.025
C -3.74147 4.48949 -1.99840 0.184 0.066 0.238
Cl -3.94225 2.77604 -2.32727 -0.041 -0.227 0.017
H -3.66273 5.03259 -2.91162 -0.345 0.220 -0.742
H -2.80864 4.63721 -1.49210 0.334 -0.098 0.550
Cl -5.54756 -1.61940 1.07660 0.138 -0.223 -0.248
C -4.26218 -1.83967 -0.15444 -1.488 -0.755 -0.671
Cl -4.63095 -0.94608 -1.64291 -0.036 -0.148 0.160
H -3.41510 -1.40236 0.25419 1.494 0.388 0.602
H -4.11946 -2.90618 -0.38405 -0.191 0.611 0.114
Cl -2.41128 3.91606 2.23269 -0.101 -0.053 0.554
C -4.08128 3.29174 2.02281 0.112 0.707 -0.832
Cl -4.31045 1.66361 2.75299 0.062 0.757 -0.380
H -4.81957 4.03320 2.47463 1.062 -1.214 -0.772
H -4.05895 3.24346 0.89715 -1.056 -0.304 1.396
Cl 4.77968 2.16567 -2.77381 0.388 0.669 -0.672
C 3.81668 1.25807 -1.67263 1.719 1.348 2.236
Cl 4.70788 1.06795 -0.05786 -0.397 0.181 -0.627
H 2.92396 1.77333 -1.43305 -0.988 0.226 -0.071
H 3.78610 0.29749 -2.01232 -0.757 -2.442 -0.849



71
Properties=species:S:1:pos:R:3:forces:R:3 method="wB97M-V/def2-TZVPD" total_energy_ev=-39393.5904 relative_energy_kcal_mol=32.93 largest_force_ha_per_bohr=0.0513 gap_ev=8.88 charge=+1
C -1.55667 -2.44698 -2.34307 -1.003 -0.093 -0.474
C -2.40349 -1.17965 -1.91306 -0.733 -0.971 -0.435
N -2.01526 -0.55571 -0.63098 0.040 0.570 -0.590
C -0.62728 -0.07891 -0.60833 -0.671 -1.312 -0.274
C -0.25438 0.95786 -1.72570 1.694 -0.431 -0.053
C 1.29759 0.79791 -2.00740 -0.202 1.522 -1.343
O 1.62598 -0.51702 -2.46386 -1.033 0.127 1.101
O 2.51838 -0.45178 -3.54293 0.519 0.210 -0.657
O -0.42909 2.32596 -1.37632 -0.151 -0.690 0.449
C -1.46021 2.52897 -0.39602 -0.388 -0.340 0.150
C -1.70463 4.06368 -0.29402 0.010 -0.395 -0.278
C -0.97746 1.87476 0.94226 -1.266 2.234 0.616
N -0.41134 0.49467 0.78138 0.547 0.105 -0.224
C 1.00971 0.34442 1.25520 1.415 -0.043 1.525
C 1.04905 -0.50329 2.57592 0.932 -0.724 -0.830
C 2.49230 -1.01461 2.91454 -0.821 -0.118 0.117
F 0.49801 0.19445 3.64806 0.059 -0.109 -0.626
H -2.24971 -3.32692 -2.39175 0.631 0.703 0.087
H -0.74982 -2.73424 -1.63547 -0.321 0.410 -0.625
H -1.20436 -2.29624 -3.38945 0.253 -0.234 0.939
H -2.46854 -0.45140 -2.75763 0.254 -0.372 0.936
H -3.45665 -1.53601 -1.77234 0.846 0.493 -0.017
H -2.18239 -1.27040 0.08043 0.340 0.220 -0.076
H 0.03042 -0.99068 -0.63790 -0.031 1.116 -0.288
H -0.75216 0.78341 -2.70357 -0.032 -0.376 0.868
H 1.50899 1.49779 -2.85871 -0.140 -0.484 0.810
H 1.92413 1.16736 -1.15933 -0.446 -0.563 -0.447
H 1.95420 -0.53692 -4.33609 -0.098 -0.048 0.300
H -2.39507 1.99692 -0.70574 0.759 0.524 0.149
H -0.73485 4.59957 -0.44297 -0.759 -0.421 0.333
H -2.39670 4.37884 -1.11324 0.608 -0.314 0.645
H -2.19085 4.33586 0.66597 0.432 -0.193 -0.563
H -1.85362 1.81880 1.63209 0.658 -0.064 -0.703
H -0.27102 2.58831 1.43367 -0.078 -1.014 -0.484
H -0.96385 -0.11398 1.39691 0.102 0.232 -0.199
H 1.48718 1.33296 1.45954 -0.684 -0.630 -0.299
H 1.66432 -0.17376 0.52403 -0.838 0.235 0.264
H 0.41956 -1.41158 2.38649 0.225 0.587 0.324
H 3.14783 -0.22418 3.33874 -0.429 -0.403 -0.543
H 2.91413 -1.48920 2.00010 -0.074 0.474 0.651
H 2.40226 -1.81784 3.67989 0.051 0.595 -0.488
C -6.30020 1.89433 1.11139 0.145 0.254 -0.191
C -4.86912 1.62359 1.48388 0.049 0.241 -0.177
O -3.96412 2.31418 1.05722 -0.244 -0.189 0.211
C -4.60301 0.46278 2.40658 0.317 0.068 -0.061
H -6.34364 2.75506 0.44496 0.021 -0.054 0.050
H -6.72042 1.02915 0.59541 -0.108 -0.036 0.181
H -6.88246 2.11455 2.00771 -0.081 -0.190 -0.026
H -4.94959 -0.46446 1.94684 -0.167 0.014 0.137
H -5.11100 0.62023 3.35909 -0.101 -0.155 -0.055
H -3.53071 0.38326 2.59184 -0.055 0.016 0.036
C 2.64662 -0.36058 6.65055 0.026 0.253 -0.196
C 4.08255 -0.61209 7.03117 0.369 0.174 -0.059
O 4.97451 0.08849 6.60765 -0.169 -0.089 -0.029
C 4.36295 -1.76663 7.95619 0.292 0.055 0.009
H 2.59633 0.49919 5.98234 0.014 -0.036 0.057
H 2.24236 -1.23260 6.13301 -0.138 -0.046 0.201
H 2.05581 -0.14588 7.54250 -0.090 -0.189 -0.037
H 4.03249 -2.70054 7.49746 -0.151 -0.002 0.144
H 3.84933 -1.61503 8.90724 -0.123 -0.153 -0.060
H 5.43450 -1.82788 8.14274 -0.070 0.028 -0.029
C 3.25715 -0.81895 -7.02024 -0.122 0.134 0.235
C 1.94548 -1.41103 -7.45727 -0.302 0.067 0.037
O 0.89676 -1.02982 -6.97748 0.176 -0.069 0.151
C 1.98385 -2.48979 -8.50535 -0.357 0.001 0.004
H 3.06907 -0.05671 -6.26369 0.067 0.016 -0.086
H 3.88927 -1.59662 -6.58772 0.129 0.027 -0.171
H 3.76243 -0.35386 -7.86794 0.122 -0.144 0.024
H 2.56199 -3.34110 -8.14183 0.151 0.069 -0.129
H 2.42764 -2.10099 -9.42341 0.165 -0.115 0.052
H 0.96853 -2.82148 -8.72021 0.060 0.039 0.025



68
Properties=species:S:1:pos:R:3:forces:R:3 method="wB97M-V/def2-TZVPD" total_energy_ev=-95207.3822 relative_energy_kcal_mol=17.01 largest_force_ha_per_bohr=0.0712 gap_ev="5.77 / 5.77" charge=+3
Lu 0.30445 -0.06866 -1.24246 1.345 1.120 -0.165
P -1.17963 -0.47284 2.84102 -0.005 0.098 0.818
P 2.24526 1.44582 0.38508 1.345 0.489 0.382
P -2.15299 -1.48697 -1.11536 -1.382 -0.739 0.056
H 1.67260 -2.79583 -4.02239 -0.081 0.206 0.926
C 0.98570 -2.35482 -3.26240 0.191 -1.468 -1.576
C 0.36764 -1.13328 -3.97302 -0.457 -0.078 -1.418
H 0.56228 -1.20324 -5.05284 -0.467 -0.293 0.281
C -0.65212 -1.63026 4.10560 0.146 -0.335 -0.140
C -0.45863 1.13651 3.16982 0.212 0.160 -0.234
C -2.96274 -0.29613 2.83728 -0.428 -0.067 -0.212
C 3.65459 2.15042 -0.57390 0.121 -0.033 -0.667
C 1.89108 2.97907 1.34000 -0.863 0.191 0.100
C 3.18802 0.52123 1.65608 -0.189 -0.341 0.027
C -2.66576 -2.17047 -2.73712 0.212 0.021 -0.339
C -3.65234 -0.47493 -0.77911 0.071 0.303 0.045
C -2.46974 -2.96185 -0.04520 0.545 -0.145 0.117
H 0.24082 -3.13800 -3.06768 -0.033 0.219 -0.084
H -0.71343 -1.01867 -3.85782 0.112 0.071 0.062
H -1.07295 -1.34547 5.08267 0.104 -0.016 -0.344
H 0.44641 -1.63201 4.16390 -0.300 0.005 0.022
H -0.98915 -2.64314 3.84155 0.051 0.245 0.153
H -0.79118 1.50111 4.15279 0.031 -0.202 -0.217
H -0.77058 1.85420 2.40004 0.056 -0.195 0.235
H 0.63650 1.06782 3.16564 -0.258 0.034 0.066
H -3.33162 -0.25032 3.87367 0.214 -0.022 -0.245
H -3.44089 -1.14687 2.33428 0.080 0.209 0.241
H -3.26182 0.63097 2.32656 0.147 -0.269 0.166
H 3.90983 3.15523 -0.19617 -0.093 -0.553 -0.129
H 3.36269 2.23266 -1.63228 0.265 0.162 0.355
H 4.53707 1.49430 -0.51140 -0.420 0.275 -0.054
H 2.43738 2.97827 2.29474 -0.144 0.015 -0.353
H 0.82010 3.06935 1.54261 0.143 0.204 0.118
H 2.19619 3.85634 0.75542 -0.181 -0.258 0.198
H 3.84159 1.20350 2.21307 -0.139 -0.148 -0.175
H 3.79524 -0.25496 1.18460 -0.100 0.030 0.037
H 2.49321 0.03903 2.34988 0.186 -0.044 0.093
H -3.57102 -2.78386 -2.61132 0.331 0.198 -0.016
H -1.86350 -2.77189 -3.18810 -0.426 0.084 0.142
H -2.90685 -1.33931 -3.41311 0.054 -0.211 0.070
H -4.56215 -1.08585 -0.88625 0.329 0.158 0.040
H -3.69628 0.34609 -1.50773 -0.067 -0.178 0.151
H -3.63288 -0.03781 0.22836 -0.027 -0.145 -0.303
H -3.26492 -3.58590 -0.48705 0.260 0.357 0.225
H -2.75337 -2.68964 0.98300 0.065 -0.053 -0.388
H -1.55188 -3.56668 0.00992 -0.314 0.051 -0.001
C 2.28332 -0.54189 -2.41556 -2.538 -0.455 0.787
C 1.68588 -1.90330 -2.00685 1.288 0.552 -0.538
C 2.62625 -2.65677 -1.08745 -0.164 0.684 0.161
C 3.89277 -2.20772 -0.89122 -0.920 -0.935 0.831
C 4.44824 -1.12176 -1.59286 0.191 1.683 -1.321
C 3.64286 -0.31169 -2.37376 2.344 -0.738 1.096
S 1.24971 0.43473 -3.58422 0.369 -1.364 1.144
H -0.73323 -0.96318 1.58268 -0.179 0.246 0.362
H 0.73830 -1.97219 -1.26658 -0.020 0.318 -0.034
H 2.12341 -3.30827 -0.35663 0.603 -0.243 -0.726
H 4.47099 -2.66997 -0.08825 -0.030 -0.023 -0.362
H 5.49296 -0.86956 -1.46222 -0.005 -0.144 -0.172
H 4.02221 0.52553 -2.95364 0.228 -0.173 0.246
C -2.35437 4.44857 0.94547 0.375 0.471 0.301
C -2.75647 3.25209 0.07653 -1.044 1.065 0.705
C -1.68903 2.36584 -0.19275 1.709 -1.852 -1.776
N -0.89112 1.60942 -0.58440 -2.350 2.322 1.578
H -1.92493 4.12923 1.90275 -0.143 0.045 -0.160
H -3.22423 5.07728 1.15898 0.134 -0.226 -0.109
H -1.60902 5.06869 0.43493 -0.181 -0.128 0.082
H -3.55937 2.68575 0.55985 0.000 -0.060 -0.073
H -3.15538 3.60692 -0.87966 0.093 -0.158 -0.085